# 1
Molecular formula: C55H57N8ORhSSi4Te
Method: DFT, ωB97M-V with the def2-TZVPD basis set

The value obtained for the gap between HOMO and LUMO (spin up / spin down) is 5.08 / 5.08 eV. The calculation puts the relative energy (zero: lowest compared OMol25 entry of this formula, charge and spin) at 0.0000 eV. Its spin multiplicity is 1. As for the electronic energy: -4578.37751 Eh.

XYZ file:
```
128
Properties=species:S:1:pos:R:3:mulliken_charge:R:1
Rh 0.0359 -0.3558 -0.2509 0.967
C 6.5500 -0.0158 0.5723 -0.700
C 6.5579 0.2675 -0.7977 -0.773
C 5.3764 0.3631 -1.5183 -0.230
C 4.1931 0.1661 -0.8253 -0.038
C 2.7859 0.1801 -1.2611 -0.760
N 2.0108 -0.0747 -0.1790 1.318
C 2.7727 -0.2651 0.9238 -0.652
N 2.3785 -0.5020 2.1558 -0.344
C 1.1056 -0.6482 2.5038 -0.940
C 0.6638 -0.7962 3.8963 0.260
C 1.3707 -0.8561 5.0880 -0.283
C 0.6393 -1.0299 6.2521 -0.689
C -0.7569 -1.1428 6.2212 -0.790
C -1.4574 -1.0830 5.0266 -0.128
C -0.7201 -0.9054 3.8644 0.407
C -1.1143 -0.8241 2.4536 -1.502
N -2.3558 -0.8941 2.0335 -0.385
C -2.7258 -0.8357 0.7588 -0.661
N -1.9463 -0.5861 -0.3173 1.074
C -2.6912 -0.5630 -1.4535 -1.251
N -2.2871 -0.2801 -2.6839 -0.124
C -1.0513 0.0219 -3.0155 -0.999
N 0.0468 0.0760 -2.2039 1.630
C 1.1498 0.3645 -2.9178 -0.790
N 2.4112 0.4065 -2.4999 -0.125
C 0.7512 0.5838 -4.3109 0.128
C 1.4813 0.9286 -5.4407 0.029
C 0.7887 1.0633 -6.6316 -0.863
C -0.5972 0.8542 -6.6920 -0.694
C -1.3199 0.5036 -5.5647 -0.353
C -0.6208 0.3725 -4.3710 -0.182
C -4.0800 -0.8281 -1.0859 0.560
C -5.2437 -0.8897 -1.8428 -0.741
C -6.4280 -1.1331 -1.1713 -0.860
C -6.4523 -1.3075 0.2217 -0.984
C -5.2932 -1.2386 0.9741 -0.419
C -4.1035 -0.9950 0.2952 1.185
N 0.0205 -0.6816 1.7104 1.048
C 4.1851 -0.1148 0.5326 0.147
C 5.3607 -0.2104 1.2596 -0.257
H 7.4913 -0.0860 1.1018 0.416
H 7.5054 0.4102 -1.3011 0.433
H 5.3708 0.5736 -2.5794 0.595
H 2.4494 -0.7760 5.0969 0.569
H 1.1512 -1.0845 7.2042 0.435
H -1.2945 -1.2823 7.1503 0.427
H -2.5349 -1.1741 4.9910 0.576
H 2.5515 1.0790 -5.3843 0.554
H 1.3214 1.3290 -7.5357 0.446
H -1.1048 0.9640 -7.6416 0.437
H -2.3876 0.3328 -5.6026 0.612
H -5.2141 -0.7501 -2.9153 0.617
H -7.3562 -1.1918 -1.7253 0.449
H -7.3980 -1.5000 0.7125 0.479
H -5.3025 -1.3719 2.0479 0.581
H 5.3433 -0.4345 2.3175 0.578
O -0.0876 1.8514 0.3844 -0.112
S -1.1443 2.9584 0.4277 -0.042
C -2.1179 2.8281 -1.0741 1.545
C -3.5840 3.0837 -0.8637 0.440
C -4.2535 3.9576 -1.7125 -0.461
C -5.6240 4.1455 -1.5907 -0.779
C -6.3349 3.4564 -0.6186 -0.636
C -5.6694 2.5845 0.2345 -0.823
C -4.3008 2.4047 0.1157 0.159
C -0.2194 4.4664 0.0818 -1.188
C 0.4500 4.5106 -1.2585 0.137
C 1.5368 3.6840 -1.5383 -0.069
C 2.1058 3.6914 -2.8030 -0.504
C 1.5976 4.5191 -3.7965 -0.512
C 0.5195 5.3469 -3.5219 -0.745
C -0.0522 5.3400 -2.2562 -0.129
H -1.9341 1.8023 -1.3700 -1.604
H -1.6990 3.4725 -1.8498 0.522
H -3.7009 4.4859 -2.4814 0.446
H -6.1363 4.8249 -2.2595 0.401
H -7.4043 3.5952 -0.5275 0.397
H -6.2167 2.0330 0.9880 0.435
H -3.7951 1.7139 0.7808 0.475
H 0.4984 4.4832 0.9057 0.526
H -0.9219 5.2901 0.2241 0.533
H 1.9232 3.0281 -0.7677 0.381
H 2.9417 3.0372 -3.0117 0.482
H 2.0421 4.5138 -4.7834 0.423
H 0.1219 5.9974 -4.2899 0.400
H -0.8988 5.9840 -2.0433 0.369
C 1.0049 -4.2911 3.2237 -0.760
Si -0.4474 -5.0450 2.3401 0.551
C -2.0443 -4.1992 2.7706 -0.776
C -0.6117 -6.8337 2.8653 -1.128
Si -0.0553 -4.9578 0.0375 -0.180
Te 0.5524 -2.7764 -1.1518 -0.628
Si -1.9336 -5.5720 -1.2111 0.322
C -2.4784 -7.3058 -0.7523 -1.111
C -3.3108 -4.3615 -0.8688 -0.173
C -1.5436 -5.5252 -3.0339 -1.005
Si 1.9398 -6.0565 -0.5240 0.560
C 1.8372 -7.8424 0.0301 -1.113
C 2.1956 -6.0095 -2.3719 -0.946
C 3.3869 -5.2277 0.3069 -0.834
H 0.7963 -4.1994 4.2947 0.386
H 1.2257 -3.2975 2.8314 -0.043
H 1.9047 -4.8947 3.1033 0.415
H -2.1594 -4.1594 3.8591 0.407
H -2.9014 -4.7355 2.3621 0.416
H -2.0837 -3.1779 2.3896 0.137
H -0.7819 -6.8920 3.9442 0.366
H 0.2865 -7.4106 2.6369 0.288
H -1.4537 -7.3199 2.3675 0.202
H -2.7267 -7.3792 0.3091 0.268
H -1.6924 -8.0359 -0.9597 0.260
H -3.3645 -7.5987 -1.3234 0.384
H -3.6632 -4.4076 0.1616 0.250
H -4.1594 -4.5725 -1.5269 0.564
H -2.9762 -3.3395 -1.0658 -0.515
H -0.7805 -6.2522 -3.3149 0.258
H -1.1921 -4.5344 -3.3269 0.214
H -2.4511 -5.7492 -3.6038 0.406
H 0.9932 -8.3588 -0.4330 0.272
H 1.7176 -7.9163 1.1128 0.279
H 2.7499 -8.3813 -0.2425 0.398
H 1.4278 -6.5685 -2.9083 0.260
H 3.1678 -6.4493 -2.6167 0.403
H 2.1874 -4.9828 -2.7426 0.235
H 3.3366 -5.2948 1.3935 0.288
H 3.4271 -4.1705 0.0359 0.103
H 4.3166 -5.7042 -0.0194 0.414
```

---

# 2
Molecular formula: C10H6ClF6NO3S
Method: DFT, ωB97M-V with the def2-TZVPD basis set

The value obtained for the gap between HOMO and LUMO is 8.96 eV. The SMILES is O=C(Cl)CN(C(F)(F)c1cccc(C(F)(F)F)c1)S(=O)(=O)F. Its spin multiplicity is 1. As for the electronic energy: -2122.49910 Eh.

XYZ file:
```
28
Properties=species:S:1:pos:R:3:nbo_charge:R:1
O 0.6780 1.4985 -1.6734 -0.470
C -0.4786 1.2061 -2.0023 0.553
Cl -1.6366 2.6047 -2.3833 -0.080
C -1.1195 -0.2550 -2.0947 -0.360
N -0.1901 -1.3958 -2.0162 -0.671
C 0.3303 -1.7461 -0.6977 0.812
F 1.7726 -1.8007 -0.6368 -0.323
F -0.0845 -3.1110 -0.4295 -0.341
C -0.1481 -0.8889 0.5414 -0.144
C -1.5347 -0.9452 1.2296 -0.184
C -1.8921 0.0023 2.4317 -0.225
C -0.8715 1.0241 2.9814 -0.162
C 0.5429 1.0705 2.3426 -0.134
C 1.6150 2.1301 2.9157 0.978
F 2.8762 1.4734 2.9162 -0.322
F 1.6297 3.3467 2.1897 -0.312
F 1.2368 2.3996 4.2726 -0.335
C 0.8813 0.1315 1.1539 -0.132
S 0.9202 -1.5347 -3.3099 2.350
O 2.0748 -0.5912 -3.2885 -0.802
O 1.4241 -2.9570 -3.4256 -0.819
F 0.0591 -1.2481 -4.7420 -0.462
H -1.6190 -0.3075 -3.1400 0.281
H -2.0133 -0.2972 -1.3632 0.291
H -2.3000 -1.6844 0.7955 0.243
H -2.9515 -0.0735 2.8670 0.245
H -1.1521 1.7246 3.8301 0.255
H 1.9505 0.2242 0.7356 0.271
```

---

# 3
Molecular formula: C3H2ClNOS
Method: DFT, ωB97M-V with the def2-TZVPD basis set

The value obtained for the gap between HOMO and LUMO is 9.31 eV. The calculation puts the relative energy (zero: lowest compared OMol25 entry of this formula, charge and spin) at 1.6740 eV. The SMILES is Sc1nc(Cl)co1. Its spin multiplicity is 1. As for the electronic energy: -1103.81702 Eh.

XYZ file:
```
9
Properties=species:S:1:pos:R:3:nbo_charge:R:1
C 0.2482 0.8647 -0.4437 0.317
C -0.0412 -1.0632 0.3107 -0.010
C 0.4652 -1.1562 -0.8851 0.024
H 1.2781 3.1014 -1.3346 0.170
H 0.7768 -2.2099 -1.3534 0.229
N -0.2526 0.2842 0.6621 -0.440
O 0.6722 0.0847 -1.5246 -0.403
S -0.0227 2.6039 -0.5362 0.041
Cl -0.5491 -2.1819 1.4670 0.071
```